#A
Entry from the OMol25 dataset: 3 unconnected molecules or ions with the total composition C3H11NO3 (ωB97M-V with the def2-TZVPD basis set).

```
18
C3H11NO3 (ωB97M-V with the def2-TZVPD basis set)
C 0.85421 0.35562 -1.45482
N -0.47796 0.23680 -1.28236
C -1.24821 -0.76072 -1.99001
C -1.05195 0.79345 0.03018
O 1.71133 -0.57375 -1.30831
H 1.16058 1.43709 -1.47711
H -2.32546 -0.47664 -1.96368
H -0.98976 -0.70040 -3.05364
H -0.91442 -1.74394 -1.73461
H -1.97427 0.16367 0.22258
H -0.36163 0.61616 0.84433
H -1.24620 2.00525 0.09636
H 0.66390 0.24186 2.70529
H 0.87195 1.56356 3.31189
O 0.21919 0.88866 3.31578
H 1.49760 -2.01629 1.50017
H 1.84973 -0.87116 0.65332
O 1.76136 -1.15919 1.58462
```

HOMO-LUMO gap, eV: 9.907
HOMO level, eV: -9.4
SMILES: CN(C)C=O.O.O

#B
Entry from the OMol25 dataset: 3 unconnected molecules or ions with the total composition C3H11NO3 (ωB97M-V with the def2-TZVPD basis set).

```
18
C3H11NO3 (ωB97M-V with the def2-TZVPD basis set)
C 1.04015 0.24731 -1.19652
C 2.08480 -0.82391 -1.19852
N 2.16351 -1.47096 0.08852
C 1.82321 -0.78869 1.29246
O 2.96403 -0.97132 -2.00617
H 1.21478 0.84473 -2.11516
H 0.01630 0.02578 -0.95134
H 1.32113 1.22850 -0.69464
H 2.91916 -2.13877 0.09038
H 1.86323 0.31364 1.30866
H 2.60373 -0.89417 2.02976
H 0.89716 -1.12096 1.78964
H -2.91247 2.55871 0.74529
H -2.84871 1.68434 2.00945
O -2.82428 1.65534 1.04986
H -3.52106 0.36365 -0.77761
H -4.70694 -0.37356 -0.35926
O -4.09773 -0.33966 -1.10480
```

HOMO-LUMO gap, eV: 9.647
HOMO level, eV: -9.4
SMILES: CNC(C)=O.O.O

Which of them is the most stable, and which is the least stable? #B and #A, in that order.

#A
Entry from the OMol25 dataset: 2 unconnected molecules or ions with the total composition C2H8N2P (ωB97M-V with the def2-TZVPD basis set).

```
13
C2H8N2P (ωB97M-V with the def2-TZVPD basis set)
C 0.00036 -1.42918 -0.20580
C -0.52225 1.54510 0.25006
N 1.08290 -0.83210 0.24516
N -1.23714 0.53270 0.04769
P 1.99814 0.55552 -0.16817
H -0.22738 -1.49909 -1.27952
H -0.15803 -2.44386 0.33174
H -0.40596 2.39980 -0.34430
H -0.03109 1.68146 1.27806
H 1.14233 -1.09648 1.21401
H -1.74727 0.18106 -0.73120
H -1.55222 -0.05605 0.78337
H 1.65761 0.46111 -1.42111
```

HOMO-LUMO gap, eV: 8.284
HOMO level, eV: -12.7
Net charge: +1

#B
Entry from the OMol25 dataset: 2 unconnected molecules or ions with the total composition C2H8N2P (ωB97M-V with the def2-TZVPD basis set).

```
13
C2H8N2P (ωB97M-V with the def2-TZVPD basis set)
C 3.30484 -0.72776 -0.39267
C -3.04535 0.15953 0.00126
N -0.55801 0.37498 0.15300
N 2.33067 0.02062 -0.71063
P -1.50774 -0.68343 -0.48520
H 3.01463 -1.62637 0.30928
H 4.36289 -0.79491 -0.81760
H -2.75793 1.24965 0.11420
H -3.34394 -0.41104 0.94708
H -0.67614 1.09184 0.88803
H -3.90064 0.08400 -0.72449
H 0.40840 0.22880 -0.15122
H 2.58158 0.76879 -1.35591
```

HOMO-LUMO gap, eV: 8.338
HOMO level, eV: -14.2
Net charge: +1

Which of them is the most stable, and which is the least stable? #B and #A, in that order.

#A
Entry from the OMol25 dataset: a molecular structure, H30O19S (ωB97M-V with the def2-TZVPD basis set).

```
50
H30O19S (ωB97M-V with the def2-TZVPD basis set)
S -0.06498 -0.00476 -0.28406
O 1.12102 0.06124 -1.16706
O 0.46902 -0.19676 1.07894
O -0.81898 1.26824 -0.31806
O -0.82298 -1.12176 -0.71506
O -0.93998 -2.02176 -3.09106
H -0.66398 -1.75176 -2.18206
H -0.41998 -1.23776 -3.47106
O -0.94498 3.34024 0.99194
H 0.04502 3.37424 1.15694
H -0.87398 2.64224 0.25994
O -0.04898 0.22524 4.75994
H -0.40298 0.39424 3.79794
H 0.84402 -0.09976 4.57794
O -0.89998 1.04624 2.44594
H -1.01698 2.03024 2.16994
H -0.26698 0.61324 1.77894
O 0.29302 -2.15676 2.09994
H 0.43502 -1.27076 1.50694
H 1.05602 -2.06776 2.69594
O -3.16698 -2.15276 -0.01106
H -2.24698 -1.55476 -0.14706
H -3.33798 -2.75576 -0.77206
O -0.10398 -3.63776 -0.22606
H 0.88902 -3.62876 -0.17406
H -0.28298 -2.76276 -0.16706
O -3.32198 -0.42476 -2.28506
H -2.68898 -0.97676 -2.68206
H -3.23198 -0.54476 -1.21306
O 2.12502 -0.87176 3.66594
H 2.62102 -0.62476 2.86094
H 2.72002 -1.13076 4.37994
O 2.03402 2.26724 -1.94606
H 1.27902 2.88524 -1.68106
H 1.73402 1.32424 -1.74706
O 2.78202 -0.12176 1.23594
H 1.85302 -0.09676 0.95794
H 3.10102 -0.17776 0.35094
O 3.44602 -0.96176 -0.67706
H 2.50002 -0.48176 -0.86306
H 4.03702 -0.63976 -1.35806
O 1.32802 -0.63476 -3.72306
H 1.05502 -0.51076 -2.80506
H 1.54702 0.13024 -4.08706
O -0.77298 3.50224 -1.47806
H -0.93698 2.61224 -1.30206
H -1.52898 3.58924 -2.09206
O -3.47298 1.80824 -0.34006
H -3.46098 1.79624 0.62494
H -2.57398 1.71024 -0.39206
```

HOMO-LUMO gap, eV: 8.105
HOMO level, eV: -3.3
Net charge: -2

#B
Entry from the OMol25 dataset: a molecular structure, H30O19S (ωB97M-V with the def2-TZVPD basis set).

```
50
H30O19S (ωB97M-V with the def2-TZVPD basis set)
S 0.00440 -0.12879 -0.00799
O 0.99655 -1.20510 -0.05709
O -0.68214 0.01989 -1.23653
O -0.91297 -0.41148 1.05943
O 0.60432 1.16577 0.23346
O 1.86545 3.97007 1.15691
H 0.98941 3.72847 1.43648
H 2.43611 3.17173 0.94042
O -2.40022 -1.74956 -2.97894
H -2.05414 -0.99965 -2.44072
H -3.32051 -1.96599 -2.80158
O 0.00879 -0.13810 -3.24394
H 0.60613 -0.78278 -3.46240
H -0.27355 -0.11823 -2.26429
O -1.35262 3.33113 -2.11094
H -0.46669 2.79628 -2.05855
H -1.63578 3.18981 -3.06588
O 3.09173 -0.67700 -1.65080
H 2.42349 -0.96165 -1.04661
H 3.05096 -1.23334 -2.35372
O -0.19392 -0.97282 3.46678
H -0.69533 -0.69792 2.66815
H -0.63383 -1.78278 3.60302
O 2.98308 1.84651 0.27814
H 2.02010 1.72789 0.11041
H 3.27157 1.44288 -0.52424
O -0.56737 3.09657 1.30624
H -0.25739 2.40111 0.76720
H -0.14341 2.84218 2.07777
O 1.10768 2.03077 -1.66032
H 1.04221 1.64532 -0.77276
H 0.94689 1.23721 -2.09439
O 0.64712 -3.88635 2.43608
H 1.04251 -3.05995 2.63511
H 0.39440 -3.58414 1.57605
O -2.67929 -2.30872 1.28057
H -2.85269 -2.42427 2.20119
H -2.09691 -1.62702 0.92561
O 0.19556 -3.66863 -0.27629
H -0.01321 -3.84710 -1.13214
H 0.66786 -2.76197 -0.38750
O 2.66372 -2.07524 1.75699
H 2.29256 -1.62911 1.04504
H 2.82031 -1.44754 2.44944
O -2.74514 1.08047 2.39977
H -2.40459 1.93801 2.03740
H -2.23667 0.34047 1.90647
O -2.87983 0.93344 -1.41907
H -2.22186 0.39783 -1.10328
H -2.45287 1.81147 -1.60416
```

HOMO-LUMO gap, eV: 9.652
HOMO level, eV: -4.7
Net charge: -2

Which of them is the most stable, and which is the least stable? #B and #A, in that order.

#A
Entry from the OMol25 dataset: 2 unconnected molecules or ions with the total composition H4O2 (ωB97M-V with the def2-TZVPD basis set).

```
6
H4O2 (ωB97M-V with the def2-TZVPD basis set)
H 5.81637 6.92982 -4.20232
H 6.51617 7.91131 -3.25833
O 6.01712 7.86454 -4.07871
H -5.94624 -7.18518 3.35046
H -6.28508 -7.40824 4.81234
O -6.02591 -7.88167 4.01447
```

HOMO-LUMO gap, eV: 12.713
HOMO level, eV: -11.6
SMILES: O.O

#B
Entry from the OMol25 dataset: 2 unconnected molecules or ions with the total composition H4O2 (ωB97M-V with the def2-TZVPD basis set).

```
6
H4O2 (ωB97M-V with the def2-TZVPD basis set)
H 2.74908 0.34566 0.43445
H 3.34001 -0.84390 0.10989
O 3.21014 -0.27329 0.92832
H -3.61605 0.63919 -0.04033
H -2.35054 0.00886 -0.70737
O -3.33264 0.12349 -0.72496
```

HOMO-LUMO gap, eV: 12.259
HOMO level, eV: -11.7
SMILES: O.O

Which of them is the most stable, and which is the least stable? #A and #B, in that order.

#A
Entry from the OMol25 dataset: 2 unconnected molecules or ions with the total composition C2H2F2O (ωB97M-V with the def2-TZVPD basis set).

```
7
C2H2F2O (ωB97M-V with the def2-TZVPD basis set)
C -0.81788 -0.00463 -0.01666
C 0.60697 -0.26797 -0.05462
O -0.02298 -0.45472 1.09890
F 1.41631 -1.02850 -0.72853
F 1.30936 1.42353 0.06836
H -0.96038 1.10909 0.13299
H -1.53140 -0.77680 -0.50045
```

HOMO-LUMO gap, eV: 12.621
HOMO level, eV: -12.1

#B
Entry from the OMol25 dataset: C2H2F2O in the gas phase (ωB97M-V with the def2-TZVPD basis set).

```
7
C2H2F2O (ωB97M-V with the def2-TZVPD basis set)
C 0.76450 -0.04944 0.00375
C -0.65442 0.03092 0.04708
O -0.05228 0.09821 -1.16490
F -1.26862 -1.07210 0.38700
F -1.34277 1.14450 0.39594
H 1.34213 0.85094 0.15643
H 1.21147 -1.00302 0.17469
```

HOMO-LUMO gap, eV: 12.713
HOMO level, eV: -11.7
SMILES: FC1(F)CO1

Which of them is the most stable, and which is the least stable? #B and #A, in that order.